Entry a
ORCA calculation (ωB97M-V with the def2-TZVPD basis set) on an isolated molecule of C3H5ClFN.

ORCA input file:
```
! wB97M-V def2-TZVPD RIJCOSX def2/J DEFGRID3
* xyz 0 1
Cl -2.449 -0.674 -0.085
F -1.688 1.688 -0.204
N 1.426 0.508 0.088
C 0.968 -0.929 -0.135
C 0.189 0.229 -0.546
C -1.130 0.527 0.195
H 1.515 -1.528 -0.877
H 1.296 0.730 1.121
H 0.200 0.504 -1.609
H 0.636 -1.486 0.771
H -0.963 0.432 1.281
*
```

Calculated values
lowest unoccupied orbital energy: 0.0340 hartree
Kohn-Sham gap: 11.12 eV

Entry b
ORCA calculation (ωB97M-V with the def2-TZVPD basis set) on an isolated molecule of C3H5ClFN.

ORCA input file:
```
! wB97M-V def2-TZVPD RIJCOSX def2/J DEFGRID3
* xyz 0 1
Cl -2.298 -0.413 0.054
F -0.944 1.845 -0.118
N 1.115 -0.370 0.010
C 0.282 0.078 1.072
C 0.167 -0.145 -1.061
C -0.805 0.498 -0.040
H -0.204 -1.070 -1.505
H 0.635 0.990 1.648
H 0.534 0.499 -1.904
H 1.629 -1.245 0.043
H -0.111 -0.667 1.801
*
```

Calculated values
lowest unoccupied orbital energy: 0.0353 hartree
Kohn-Sham gap: 10.00 eV

Looking at the structures above, which would you pick as the most stable? I would pick entry b.